# C4H10O3

A cluster of 2 separate species, C4H10O3 in total in a non-equilibrium geometry (ωB97M-V with the def2-TZVPD basis set, OMol25).

Geometry as XYZ:
```
17
Properties=species:S:1:pos:R:3
O -1.6376 0.5266 2.0209
C -1.7671 0.4463 0.8382
C -1.7874 -0.8679 0.0235
C -0.5596 -0.8967 -0.8966
C -0.8653 -0.3564 -2.2810
O 0.2840 -0.3936 -3.1317
H -2.1222 1.2766 0.2024
H -2.6766 -0.7039 -0.5943
H -1.9796 -1.7643 0.5953
H -0.0708 -1.8484 -1.1348
H 0.2436 -0.2759 -0.4799
H -1.6874 -1.0080 -2.6129
H -1.2090 0.6769 -2.2787
H -0.0700 -0.6636 -3.9765
H 4.1193 1.1022 3.2224
H 5.4832 0.5494 3.1422
O 5.0391 1.3926 3.2959
```

Relative energy (zero: lowest compared OMol25 entry of this formula, charge and spin) (kcal per mole): 42.2
Frontier orbital gap (eV): 10.610


# C19H24FeNO3

A structure of composition C19H24FeNO3 in a non-equilibrium geometry (ωB97M-V with the def2-TZVPD basis set, OMol25).

Geometry as XYZ:
```
48
Properties=species:S:1:pos:R:3
O 1.1894 2.7388 -2.1950
C 1.0459 2.1324 -1.2077
Fe 0.4931 1.4072 0.3053
C 0.2974 3.0035 1.1023
O 0.0179 4.1188 1.2862
C -1.1435 1.4526 -0.2855
O -2.1640 1.7697 -0.7490
C 2.8518 0.5781 1.0647
C 2.6468 -0.2096 -0.1746
C 1.1635 -0.3383 -0.4549
C 0.3397 -0.7080 0.6394
C 0.6374 -0.1229 1.8660
C 1.7714 0.7453 1.9305
H 3.7215 1.2441 1.1286
H 3.1766 0.1929 -1.0576
H 3.0861 -1.2170 -0.0297
H 0.8637 -0.6027 -1.4748
H -0.5664 -1.3067 0.4892
H 0.0097 -0.2607 2.7475
H 1.8913 1.3875 2.8180
C 6.6177 -1.3592 1.9044
C 6.8500 0.1477 1.7583
C 6.3669 0.9479 2.9753
C 5.1178 0.3840 3.6097
N 4.6885 1.0016 4.7317
C 5.2848 2.2247 5.2295
C 4.4985 2.5880 6.4969
C 3.5560 1.4087 6.7876
C 3.6931 0.4241 5.6122
C 4.4640 -0.7026 3.0646
C 5.1363 -1.6766 2.1651
H 6.9645 -1.8828 1.0072
H 7.2074 -1.7353 2.7467
H 7.9206 0.3374 1.6019
H 6.3276 0.5091 0.8600
H 7.1819 0.9835 3.7202
H 6.2023 1.9934 2.6643
H 6.3496 2.0753 5.4725
H 5.2402 3.0332 4.4822
H 5.1849 2.7673 7.3288
H 3.9275 3.5034 6.3182
H 3.8359 0.9094 7.7199
H 2.5187 1.7417 6.8748
H 2.7299 0.2732 5.1003
H 4.0150 -0.5652 5.9801
H 3.4978 -1.0151 3.4618
H 4.5892 -1.7149 1.2100
H 5.0572 -2.6951 2.5869
```

Relative energy (zero: lowest compared OMol25 entry of this formula, charge and spin) (kcal per mole): 0.0
Frontier orbital gap (alpha / beta) (eV): 6.008 / 5.290
Net charge: +1
Spin multiplicity: 5
⟨S²⟩: 6.14


# C36H84N6O6

A cluster of 6 separate species, C36H84N6O6 in total in a non-equilibrium geometry (ωB97M-V with the def2-TZVPD basis set, OMol25).

Geometry as XYZ:
```
132
Properties=species:S:1:pos:R:3
N -1.0936 1.7098 -0.2162
O -1.8591 1.0447 -0.9298
O -1.2412 2.9427 -0.1798
O -0.1516 1.2301 0.3918
C 3.8541 -4.6954 -3.2222
C 3.5756 -3.3395 -2.6224
C 2.1020 -3.0043 -2.5025
C 1.3357 -2.8774 -3.9054
N 0.0331 -2.0884 -3.8184
C -0.8559 -2.6993 -2.6419
C -2.0617 -3.4299 -3.3273
C -1.6753 -3.5472 -4.7988
C -0.8707 -2.3130 -5.0279
C 0.3256 -0.5708 -3.4676
C 1.1343 0.3439 -4.4713
C 0.7412 1.8105 -4.5590
H 3.4798 -5.4405 -2.5202
H 4.9249 -4.7727 -3.4108
H 3.2823 -4.8155 -4.1423
H 4.0673 -2.5989 -3.2532
H 4.0891 -3.1221 -1.6858
H 2.0375 -2.1451 -1.8349
H 1.6677 -3.7669 -1.8561
H 1.1496 -3.8435 -4.3745
H 1.8775 -2.3688 -4.7028
H -1.0082 -1.9100 -1.9057
H -0.3189 -3.4963 -2.1275
H -2.9337 -2.7905 -3.1897
H -2.1651 -4.4230 -2.8901
H -2.5005 -3.3769 -5.4904
H -1.2062 -4.4639 -5.1562
H -1.5042 -1.4301 -5.1138
H -0.3127 -2.3664 -5.9627
H 0.8718 -0.6321 -2.5263
H -0.6181 -0.1166 -3.1658
H 0.8258 -0.0284 -5.4482
H 2.2115 0.1985 -4.3903
H 0.9364 2.2817 -3.5956
H -0.3251 1.9425 -4.7422
H 1.3792 2.2148 -5.3449
C 5.3166 3.0317 -1.7530
C 3.9941 2.2037 -1.7594
C 3.9279 1.0072 -0.8510
C 3.6097 1.4342 0.6324
N 4.1899 0.4246 1.6416
C 3.9032 0.8315 3.1307
C 5.0776 0.3131 4.0001
C 6.1263 -0.1991 3.0000
C 5.7885 0.4697 1.7277
C 3.7256 -1.0451 1.3167
C 2.1920 -1.3295 1.2638
C 1.7746 -2.8456 1.2584
H 5.5162 3.6444 -2.6321
H 6.1098 2.2911 -1.6515
H 5.3424 3.6048 -0.8261
H 3.8887 1.7932 -2.7637
H 3.1059 2.8283 -1.6648
H 4.8314 0.3986 -0.8882
H 3.2024 0.2800 -1.2158
H 2.5809 1.6910 0.8847
H 4.2343 2.2734 0.9388
H 2.9408 0.4330 3.4518
H 3.7751 1.9131 3.1710
H 4.7935 -0.4896 4.6806
H 5.5291 1.1003 4.6039
H 6.0636 -1.2872 3.0108
H 7.1176 -0.0001 3.4072
H 6.2367 -0.1301 0.9356
H 6.0594 1.5245 1.7721
H 4.2265 -1.6317 2.0867
H 4.1969 -1.3547 0.3839
H 1.7127 -0.7441 0.4791
H 1.8063 -0.8949 2.1860
H 2.4042 -3.4927 0.6478
H 0.7205 -2.9675 1.0092
H 1.8699 -3.1708 2.2944
C -3.7914 -2.0634 0.4214
C -2.8167 -2.7403 1.3627
O -2.2591 -2.2280 2.3219
N -2.5758 -4.2323 1.0428
H -3.2130 -4.6351 0.3706
H -1.6925 -4.3785 0.5755
C -2.5597 -5.0635 2.3161
H -3.2072 -1.3804 -0.1953
H -4.4679 -1.4063 0.9680
H -4.2657 -2.7275 -0.3011
H -3.1814 -4.6002 3.0822
H -1.5380 -5.0114 2.6925
H -2.7337 -6.1203 2.1137
C -2.4318 5.6729 -2.2412
C -2.0731 4.3905 -2.9627
O -1.0832 4.2388 -3.6570
N -2.9110 3.2368 -2.5039
H -2.3652 2.8271 -1.7593
H -3.7418 3.5003 -1.9935
C -3.3281 2.3224 -3.7095
H -1.5115 6.2543 -2.1850
H -2.7888 5.5654 -1.2169
H -3.1913 6.2415 -2.7778
H -2.4049 1.9051 -4.1115
H -3.8842 2.9085 -4.4412
H -3.8978 1.4771 -3.3235
C -4.5420 2.3320 1.4967
C -3.5273 1.6704 2.4210
N -3.8385 1.7480 3.9335
C -3.8934 3.1971 4.3631
C -5.1820 1.0284 4.2677
C -5.4362 0.7349 5.7815
C -2.7147 0.9335 4.7394
C -1.2734 1.2901 4.3749
O -1.0181 2.6856 4.3536
C 0.0919 2.9879 3.5744
H -4.0918 2.5774 0.5348
H -5.0557 3.1986 1.9130
H -5.3290 1.5866 1.3821
H -2.5724 2.1914 2.4906
H -3.2950 0.6223 2.2325
H -3.8820 3.1444 5.4517
H -4.8186 3.6638 4.0249
H -2.9971 3.7149 4.0216
H -5.1955 0.0508 3.7858
H -5.9926 1.6097 3.8282
H -4.8609 -0.0926 6.1966
H -6.4502 0.3445 5.8678
H -5.3823 1.6399 6.3866
H -2.8163 -0.1457 4.6250
H -2.7650 1.2751 5.7733
H -0.9713 0.8491 3.4250
H -0.6359 0.8417 5.1368
H -0.0157 2.8025 2.5057
H 0.9654 2.3617 3.7558
H 0.3188 4.0480 3.6875
```

Frontier orbital gap (alpha / beta) (eV): 8.286 / 3.471
Net charge: +5
Spin multiplicity: 2
⟨S²⟩: 0.76


# C39H41N6O2P2STi

A structure of composition C39H41N6O2P2STi in a non-equilibrium geometry (ωB97M-V with the def2-TZVPD basis set, OMol25).

Geometry as XYZ:
```
92
Properties=species:S:1:pos:R:3
Ti -0.3665 -0.4295 -0.4080
N -4.6768 -0.7694 -1.5320
C -3.2818 -0.6484 -1.4621
S -2.6358 0.8479 -0.8053
N -2.5990 -1.6475 -1.8974
N -1.1975 -1.3927 -1.9048
C -0.6552 -1.6222 -3.1160
C 0.6372 -1.1668 -3.5085
C 1.1856 -1.5956 -4.7357
C 2.4307 -1.1817 -5.1658
C 3.1661 -0.2816 -4.3827
C 2.6276 0.1942 -3.1939
C 1.3851 -0.2318 -2.7321
O 0.8805 0.2595 -1.5847
H -5.1913 -0.2116 -0.8754
H -5.0206 -1.6973 -1.7156
H -1.2791 -2.1183 -3.8506
H 0.6031 -2.2912 -5.3377
H 2.8337 -1.5463 -6.1060
H 4.1492 0.0502 -4.7019
H 3.1746 0.9079 -2.5916
N -0.4760 2.5820 2.3856
C 0.2346 1.5136 1.9600
O -0.0636 1.0054 0.9043
C 1.3883 1.0374 2.7747
C 1.5705 -0.4850 2.7133
H -1.3347 2.7391 1.8833
H -0.4862 2.7742 3.3682
H 1.2623 1.4101 3.7996
H 2.2747 1.5380 2.3788
H 0.7024 -0.9384 3.2043
H 2.4378 -0.7360 3.3327
C -4.5387 -1.5134 2.6060
N -3.7129 -2.2924 1.6955
C -4.3618 -3.2928 0.8524
C -2.5186 -1.8499 1.3585
N -1.5061 -1.4530 0.9956
H -5.1002 -2.1910 3.2506
H -5.2402 -0.8832 2.0568
H -3.9058 -0.8819 3.2230
H -4.7051 -4.1247 1.4696
H -3.6498 -3.6547 0.1141
H -5.2122 -2.8531 0.3347
C 2.2064 -3.0491 2.0213
P 1.6166 -1.5873 0.9127
C 3.2341 -0.7808 0.4740
C 4.4304 -1.4991 0.4132
C 5.6502 -0.8681 0.1767
C 5.6996 0.5072 -0.0090
C 4.5165 1.2353 0.0170
C 3.3045 0.5972 0.2454
C 1.7661 -2.9698 -0.6363
C 0.6784 -3.8557 -0.6490
C 0.5371 -4.8676 -1.5876
C 1.5027 -5.0304 -2.5822
C 2.5769 -4.1555 -2.6197
C 2.6916 -3.1341 -1.6700
P 1.4828 -3.5214 3.6644
C 2.5846 -4.9371 4.1138
C 2.1087 -5.9170 4.9907
C 2.9247 -6.9504 5.4334
C 4.2481 -7.0245 5.0132
C 4.7393 -6.0547 4.1546
C 3.9162 -5.0189 3.7112
C -0.0273 -4.4989 3.2388
C -1.2536 -4.0707 3.7370
C -2.4200 -4.8058 3.5078
C -2.3669 -5.9715 2.7647
C -1.1495 -6.4043 2.2508
C 0.0085 -5.6766 2.4956
H 3.2116 -2.7180 2.2796
H 2.2980 -3.9501 1.4318
H 4.4118 -2.5781 0.5272
H 6.5617 -1.4554 0.1298
H 6.6471 1.0038 -0.1883
H 4.5342 2.3037 -0.1680
H 2.3884 1.1609 0.1801
H -0.0859 -3.7427 0.1097
H -0.3284 -5.5249 -1.5566
H 1.3988 -5.8103 -3.3315
H 3.3187 -4.2410 -3.4086
H 3.5257 -2.4447 -1.7650
H 1.0751 -5.8751 5.3221
H 2.5260 -7.7012 6.1076
H 4.8875 -7.8326 5.3524
H 5.7680 -6.1021 3.8163
H 4.3279 -4.2771 3.0364
H -1.2908 -3.1566 4.3241
H -3.3654 -4.4653 3.9159
H -3.2675 -6.5500 2.5901
H -1.1021 -7.3098 1.6557
H 0.9539 -6.0243 2.0901
```

Relative energy (zero: lowest compared OMol25 entry of this formula, charge and spin) (kcal per mole): 30.1
Frontier orbital gap (alpha / beta) (eV): 3.898 / 5.770
Net charge: -1
Spin multiplicity: 3
⟨S²⟩: 2.04